Record 1
Computed, not measured: a structure of composition C33H27Cl5N2O10W at a distorted geometry, with ωB97M-V/def2-TZVPD.

```
78
Properties=species:S:1:pos:R:3:forces:R:3:mulliken_spin:R:1
W -0.518 0.152 -0.315 1.631 -1.341 0.238 1.754
C -4.370 1.833 -1.132 2.383 -2.198 -0.282 -0.003
O -4.022 2.278 -2.431 1.367 -0.102 -1.330 0.001
C -3.260 1.397 -3.178 0.855 0.426 -0.269 -0.009
C -3.714 0.976 -4.413 -1.482 -0.219 0.707 0.009
C -2.970 0.104 -5.212 0.219 -0.113 -0.802 0.002
C -1.620 -0.120 -4.950 -1.078 1.675 2.360 0.011
C -1.107 0.410 -3.714 0.217 -0.440 -0.454 0.009
C 0.303 0.413 -3.341 -0.415 -0.725 -0.717 0.050
N 0.691 0.457 -2.133 0.408 0.212 1.445 0.011
N 2.042 0.654 -1.957 0.580 -0.197 -2.837 0.014
C 2.321 0.761 -0.728 1.196 1.288 0.341 0.011
O 1.467 0.630 0.171 -1.763 0.041 1.705 -0.004
C 3.646 1.317 -0.305 0.812 -1.286 -0.452 0.003
C 3.773 1.520 1.041 0.655 1.117 0.467 0.002
C 4.892 2.132 1.603 0.435 -0.380 -2.476 0.002
C 5.980 2.422 0.766 -0.928 -0.907 0.357 -0.001
C 5.928 1.993 -0.565 0.366 0.921 0.619 0.001
C 4.788 1.480 -1.119 -1.504 -0.749 -0.328 -0.002
C -1.936 1.012 -2.765 -1.488 1.095 0.814 0.054
O -1.578 1.358 -1.520 -0.695 0.005 -1.199 0.031
H -5.250 2.357 -1.056 -2.222 0.942 1.456 -0.001
H -3.575 1.972 -0.331 -1.100 0.080 -1.083 0.003
H -4.532 0.743 -1.300 -0.271 0.469 1.010 0.000
H -4.789 1.187 -4.667 1.233 -0.111 0.202 0.001
H -3.546 -0.353 -6.032 0.803 0.147 0.132 0.002
H -0.951 -0.682 -5.527 0.567 -0.789 -0.984 -0.001
H 1.122 0.365 -4.044 -0.125 0.151 -0.549 -0.007
H 2.942 1.289 1.646 -0.808 -0.205 0.655 -0.002
H 4.837 2.344 2.616 0.338 0.496 1.788 0.000
H 6.900 2.852 1.121 0.119 0.231 0.267 0.000
H 6.813 2.189 -1.131 0.355 -0.178 -0.632 0.000
H 4.709 1.108 -2.145 0.210 0.428 0.238 -0.001
Cl -5.293 -4.770 0.257 0.355 0.137 -0.244 0.001
C -4.004 -3.757 -0.370 -0.872 -1.838 -1.745 0.008
C -3.396 -4.045 -1.601 -0.184 -1.014 0.387 -0.003
Cl -3.822 -5.466 -2.581 -0.084 0.678 0.706 0.000
C -2.307 -3.280 -2.000 -0.235 -0.473 -0.893 0.007
Cl -1.634 -3.477 -3.578 0.290 -0.250 -0.278 0.001
C -1.831 -2.230 -1.268 -0.545 1.248 0.735 0.005
O -0.860 -1.442 -1.653 0.074 0.190 0.454 -0.065
C -2.596 -1.783 -0.147 -0.766 -2.701 -1.122 0.032
O -2.303 -0.648 0.343 0.500 1.968 0.885 -0.018
C -3.658 -2.623 0.273 1.260 2.534 1.852 -0.001
Cl -4.389 -2.144 1.797 -0.113 -0.151 -0.351 0.000
C 0.855 -5.035 -0.386 1.937 -0.806 -1.677 -0.002
C 1.326 -4.083 -1.435 1.639 1.484 1.160 0.016
O 2.796 -4.097 -1.421 -0.489 -0.314 -0.480 0.000
C 3.412 -3.092 -0.647 0.342 -1.043 1.498 -0.001
C 4.913 -3.418 -0.468 -1.341 -1.300 -0.011 0.000
H -0.165 -5.058 -0.312 -2.642 0.129 0.542 0.000
H 1.366 -4.834 0.498 0.362 0.688 1.877 0.001
H 1.202 -6.026 -0.657 -0.038 -0.459 -0.276 0.000
H 1.025 -3.046 -1.230 -0.236 -0.344 -0.039 0.000
H 0.998 -4.348 -2.406 -0.152 -0.322 -1.093 -0.001
H 2.986 -2.995 0.394 -0.002 -0.287 -0.991 0.001
H 3.299 -2.129 -1.092 -0.161 0.913 -0.521 0.001
H 5.072 -4.498 -0.280 -0.512 0.361 0.397 0.000
H 5.200 -2.870 0.419 0.848 0.335 -0.239 0.000
H 5.467 -3.319 -1.385 0.480 0.957 -0.237 0.000
O 0.334 3.404 0.998 -0.557 -1.245 0.715 0.020
C -0.330 2.607 1.706 1.036 2.077 -2.472 0.018
O -0.820 1.510 1.301 -0.439 -1.147 0.164 0.027
C -0.641 3.082 3.074 0.380 1.437 1.940 0.002
C -0.142 4.367 3.428 -0.745 -0.135 0.430 0.001
C -0.380 4.882 4.755 0.158 -1.035 -0.393 -0.001
C -1.028 4.021 5.621 -0.251 -0.744 -1.733 0.001
O -1.544 4.260 6.829 0.891 2.612 1.775 0.000
C -2.505 3.317 7.121 0.473 -0.752 0.906 0.000
O -2.233 2.228 6.285 -0.430 -0.968 0.384 0.000
C -1.493 2.743 5.263 0.035 1.733 0.733 -0.001
C -1.379 2.309 4.025 0.560 -1.567 -3.974 0.003
H 0.301 4.996 2.618 -0.224 -0.830 0.991 0.001
H -0.059 5.853 5.137 -0.125 -0.160 -0.470 0.000
H -3.501 3.712 6.905 -0.269 0.017 0.202 0.000
H -2.305 3.054 8.182 -0.821 -0.126 -0.539 0.000
H -1.836 1.405 3.579 0.326 0.360 0.755 -0.001
Cl 0.489 -1.789 1.154 -0.580 0.372 -0.118 0.004
```
Forces are in eV/Å.

Computed properties:
**Charge**: -2
**2S+1**: 3
**Energy relative to the best compared isomer or geometry (same formula, charge and spin)**: 1.0260 eV

***

Record 2
Computed, not measured: a cluster of 2 separate species, C4H12O2 in total at a distorted geometry, with ωB97M-V/def2-TZVPD.

```
18
Properties=species:S:1:pos:R:3:forces:R:3:lowdin_charge:R:1
C -2.020 1.060 0.852 0.463 0.694 0.940 -0.120
C -0.670 0.395 0.688 -0.519 -1.661 0.973 -0.291
C -0.266 0.350 -0.764 1.513 -1.001 -0.750 -0.180
C 1.068 -0.318 -1.207 0.727 -2.212 2.840 -0.324
O 1.951 0.345 -2.022 0.298 4.544 -2.941 -0.107
H -2.061 1.966 0.256 0.066 0.626 0.410 0.070
H -2.274 1.210 1.936 0.133 0.143 -1.105 0.093
H -2.765 0.465 0.398 -0.974 -0.963 -0.281 0.053
H 0.066 0.794 1.372 0.517 0.802 -0.314 0.105
H -0.790 -0.600 1.158 0.035 -0.144 -0.620 0.101
H -1.018 -0.106 -1.434 -0.125 0.694 0.560 0.126
H -0.047 1.350 -1.024 -0.531 1.558 -0.659 0.088
H 0.798 -1.299 -1.666 0.415 0.614 -0.002 0.119
H 1.842 -0.543 -0.419 -2.013 -0.377 0.437 0.109
H 1.848 1.377 -2.052 -0.053 -3.094 0.267 0.146
O 1.829 -2.200 1.180 -0.219 1.126 1.699 -0.074
H 1.052 -2.652 0.869 -0.469 -0.401 -0.333 0.022
H 1.457 -1.593 1.879 0.736 -0.948 -1.120 0.064
```
Forces are in eV/Å.

Computed properties:
**SMILES string**: CCCCO.O
**Energy relative to the best compared isomer or geometry (same formula, charge and spin)**: 1.3837 eV